24
Properties=species:S:1:pos:R:3:forces:R:3 method="wB97M-V/def2-TZVPD" gap_ev=7.77 e_above_lowest_ev=2.757
C -1.8262 -0.3616 -0.4332 0.057 -0.071 0.655
C -0.5508 -0.5111 1.8197 -1.096 -0.767 -0.872
C -1.0647 2.2463 -0.6543 -0.471 3.478 0.690
C 1.0867 -2.0436 -0.1312 0.607 -0.260 -3.152
C 2.0388 0.1406 -0.6365 -0.084 -3.634 1.516
C -0.6389 0.1311 0.4583 -0.456 1.519 -0.074
N -0.5604 1.5055 0.4709 2.383 0.188 1.367
N 0.7792 -0.6495 -0.5470 0.990 0.446 2.946
O -1.4822 -0.9389 -1.4707 -1.315 0.187 -0.001
S -3.3099 0.0309 0.3596 0.754 -0.714 -1.015
H 0.5022 -0.7364 1.9632 -0.181 -0.153 0.888
H -1.0222 0.1337 2.5759 0.516 -0.189 -0.292
H -1.2444 -1.3978 1.6976 1.257 0.543 0.729
H -2.1575 2.2646 -0.6177 0.132 -0.108 -0.071
H -0.7532 3.3744 -0.7364 -0.186 -2.130 0.784
H -0.7598 1.8476 -1.5641 0.517 -0.980 -1.714
H 2.1164 -2.2877 -0.5179 -0.819 0.141 0.833
H 0.9715 -2.1148 0.8967 0.310 -0.444 1.753
H 0.4353 -2.7958 -0.6167 -0.052 0.765 0.240
H 1.8575 1.0859 -0.8990 -0.881 3.814 -0.777
H 2.7102 0.0854 0.2490 -0.813 -0.111 -0.408
H 2.4958 -0.3454 -1.4526 1.349 -0.265 -0.959
H 0.0767 1.9799 1.1942 -1.604 -1.098 -1.658
H 0.2999 -0.6434 -1.4077 -0.917 -0.158 -1.409